Arrangement w

12
Properties=species:S:1:pos:R:3 method="wB97M-V/def2-TZVPD" smiles="CNC(=O)C(=O)S" homo_ha=-0.3700 gap_ev=9.44
S 2.30544 -1.87294 0.51909
O 1.32898 -0.66053 -1.67938
O 0.47346 -0.06038 1.77164
N -0.55622 0.26207 -0.93308
C 0.71794 -0.16925 -0.68978
C 1.03611 -0.53923 0.73085
C -1.46753 1.02592 -0.05158
H -1.97524 0.31061 0.64101
H 2.33628 -2.04236 1.75071
H -1.15922 1.85029 0.63458
H -2.23913 1.55161 -0.72964
H -0.80086 0.34418 -1.96440


Arrangement x

12
Properties=species:S:1:pos:R:3 method="wB97M-V/def2-TZVPD" smiles="C=NOCC(O)=S" homo_ha=-0.3246 gap_ev=9.23
S 3.08767 -0.51605 1.68024
O -0.39020 -0.08229 -0.14445
O 1.69929 -1.52882 -0.22116
N -1.52739 0.78455 -0.15233
C 1.79661 -0.70795 0.71982
C 0.62886 0.27589 0.86585
C -2.29210 0.65415 -1.29445
H 0.91682 -1.31765 -0.68952
H 0.85405 1.33330 0.61785
H 0.30882 0.07840 1.86144
H -3.20443 1.32076 -1.36204
H -1.87801 -0.29430 -1.88126


Quick one: least stable of them? arrangement x